Record 1
Computed, not measured: a 2-piece molecular cluster, C5H12NO3 overall, with wB97M-V/def2-TZVPD.

Properties
Energy relative to the best compared isomer or geometry (same formula, charge and spin) (kJ/mol): 42.26
Total energy (Ha): -477.94780
Net charge: +1
Orbital gap (Eh): 0.385
HOMO level (eV): -14.75

Last columns: bonded neighbours and bond lengths (Å).
Geometry (Å):
1 O 1.017 -1.393 0.029  C2 1.207
2 C 1.005 -0.850 -1.049  O1 1.207, O3 1.326, C4 1.539
3 O 1.519 -1.359 -2.161  C2 1.326, H9 0.967
4 C 0.349 0.521 -1.295  C2 1.539, C5 1.496, H10 1.087, H11 1.092
5 C -1.110 0.549 -0.964  C4 1.496, C6 1.518, H12 1.098, H13 1.097
6 C -1.349 0.799 0.514  C5 1.518, N8 1.489, H14 1.086, H15 1.094
7 C -1.917 -1.157 1.777  N8 1.263, H16 1.084, H17 1.082
8 N -1.009 -0.427 1.288  C6 1.489, C7 1.263, H18 1.060
9 H 1.735 -2.295 -2.057  O3 0.967
10 H 0.661 0.806 -2.297  C4 1.087
11 H 0.968 1.174 -0.677  C4 1.092
12 H -1.596 1.269 -1.636  C5 1.098
13 H -1.705 -0.306 -1.306  C5 1.097
14 H -2.325 1.191 0.783  C6 1.086
15 H -0.663 1.568 0.883  C6 1.094
16 H -1.705 -2.125 2.217  C7 1.084
17 H -2.955 -0.851 1.784  C7 1.082
18 H -0.031 -0.765 1.056  N8 1.060
19 H 3.124 1.559 0.313  O21 0.974
20 H 3.315 0.977 1.747  O21 0.960
21 O 2.670 1.116 1.051  H19 0.974, H20 0.960

---

Record 2
Computed, not measured: a 2-piece molecular cluster, C5H12NO3 overall, with wB97M-V/def2-TZVPD.

Properties
Energy relative to the best compared isomer or geometry (same formula, charge and spin) (kJ/mol): 450.86
Total energy (Ha): -477.79217
Net charge: +1
Orbital gap (Eh): 0.391
HOMO level (eV): -15.09

Last columns: bonded neighbours and bond lengths (Å).
Geometry (Å):
1 C 1.081 1.256 0.900  C5 1.478, H10 1.088, H11 1.093, H12 1.088
2 C 1.345 0.447 -1.491  C5 1.473, H13 1.089, H14 1.088, H15 1.091
3 C -3.300 -0.259 0.077  O9 1.429, H16 1.090, H17 1.094, H18 1.093
4 C 0.819 -1.220 0.355  C5 1.500, O8 1.405, H19 1.101, H20 1.099
5 C 0.877 0.202 -0.116  C1 1.478, C2 1.473, C4 1.500
6 N -1.116 0.388 -0.478  O7 1.180, O9 1.282
7 O -1.494 0.981 -1.426  N6 1.180
8 O 0.133 -1.994 -0.597  C4 1.405, H21 0.965
9 O -1.895 -0.222 0.336  C3 1.429, N6 1.282
10 H 0.427 1.138 1.761  C1 1.088
11 H 2.105 1.180 1.273  C1 1.093
12 H 0.965 2.254 0.481  C1 1.088
13 H 0.864 1.321 -1.928  C2 1.089
14 H 1.184 -0.419 -2.130  C2 1.088
15 H 2.413 0.669 -1.463  C2 1.091
16 H -3.658 -1.188 0.519  C3 1.090
17 H -3.490 -0.235 -1.001  C3 1.094
18 H -3.787 0.597 0.549  C3 1.093
19 H 1.864 -1.551 0.464  C4 1.101
20 H 0.340 -1.292 1.341  C4 1.099
21 H 0.330 -2.930 -0.473  O8 0.965

---

Record 3
Computed, not measured: a 2-piece molecular cluster, C5H12NO3 overall, with wB97M-V/def2-TZVPD.

Properties
Energy relative to the best compared isomer or geometry (same formula, charge and spin) (kJ/mol): 133.01
Total energy (Ha): -477.91323
Net charge: +1
Orbital gap (Eh): 0.408
HOMO level (eV): -14.38

Last columns: bonded neighbours and bond lengths (Å).
Geometry (Å):
1 O 0.413 -2.170 -1.692  C2 1.190
2 C 0.595 -2.281 -0.521  O1 1.190, C3 1.570, H9 1.123
3 C 0.818 -0.984 0.336  C2 1.570, C4 1.560, N8 1.506, H10 1.075
4 C -0.341 -0.945 1.380  C3 1.560, C5 1.502, H11 1.085, H12 1.122
5 C -0.616 0.299 2.174  C4 1.502, C6 1.525, H13 1.084, H14 1.112
6 C -1.290 1.453 1.439  C5 1.525, O7 1.201, H15 1.130
7 O -0.998 1.769 0.318  C6 1.201
8 N 0.949 0.119 -0.682  C3 1.506, H16 1.018, H17 1.026, H18 1.010
9 H 0.807 -3.171 0.129  C2 1.123
10 H 1.741 -1.024 0.887  C3 1.075
11 H -1.244 -1.487 1.120  C4 1.085
12 H 0.081 -1.691 2.104  C4 1.122
13 H -1.149 0.177 3.109  C5 1.084
14 H 0.299 0.773 2.592  C5 1.112
15 H -2.075 1.941 2.089  C6 1.130
16 H 0.385 0.920 -0.406  N8 1.018
17 H 0.536 -0.089 -1.598  N8 1.026
18 H 1.932 0.329 -0.780  N8 1.010
19 H -0.245 2.692 -1.751  O21 0.961
20 H 0.938 2.156 -2.695  O21 0.961
21 O 0.160 1.933 -2.179  H19 0.961, H20 0.961

---

Record 4
Computed, not measured: a 2-piece molecular cluster, C5H12NO3PS2 overall, with wB97M-V/def2-TZVPD.

Properties
Energy relative to the best compared isomer or geometry (same formula, charge and spin) (kJ/mol): 117.57
Total energy (Ha): -1615.87277
Net charge: 0
Orbital gap (Eh): 0.307
HOMO level (eV): -9.07

Last columns: bonded neighbours and bond lengths (Å).
Geometry (Å):
1 C -0.059 0.246 -1.203  N6 1.268, O7 1.315, O9 1.412
2 C -0.161 1.633 0.701  N6 1.467, H13 1.097, H14 1.063, H15 1.073
3 C -1.774 -0.035 -2.808  O7 1.453, H16 1.106, H17 1.123, H18 1.036
4 C 0.188 -1.816 2.619  O8 1.429, H19 1.142, H20 1.073, H21 1.114
5 C 2.194 0.506 -0.546  O9 1.415, H22 1.095, H23 1.140, H24 1.050
6 N -0.642 1.207 -0.618  C1 1.268, C2 1.467
7 O -0.455 -0.367 -2.297  C1 1.315, C3 1.453
8 O 0.036 -2.152 1.239  C4 1.429, P10 1.645
9 O 1.119 -0.391 -0.753  C1 1.412, C5 1.415
10 P 1.297 -2.560 0.265  O8 1.645, S11 1.894, S12 1.928
11 S 0.726 -3.781 -1.066  P10 1.894
12 S 2.803 -2.585 1.469  P10 1.928
13 H 0.237 0.759 1.230  C2 1.097
14 H -1.051 2.064 1.089  C2 1.063
15 H 0.593 2.394 0.645  C2 1.073
16 H -1.835 -0.749 -3.650  C3 1.106
17 H -1.769 1.050 -3.097  C3 1.123
18 H -2.627 -0.264 -2.265  C3 1.036
19 H -0.768 -1.214 2.790  C4 1.142
20 H 1.106 -1.340 2.906  C4 1.073
21 H 0.100 -2.599 3.407  C4 1.114
22 H 2.285 0.805 0.504  C5 1.095
23 H 2.034 1.466 -1.139  C5 1.140
24 H 3.064 -0.018 -0.810  C5 1.050

---

Record 5
Computed, not measured: a 2-piece molecular cluster, C5H12NO3Si overall, with wB97M-V/def2-TZVPD.

Properties
Energy relative to the best compared isomer or geometry (same formula, charge and spin) (kJ/mol): 0.00
Total energy (Ha): -767.70908
Net charge: -1
Orbital gap (Eh): 0.282
HOMO level (eV): -4.04

Last columns: bonded neighbours and bond lengths (Å).
Geometry (Å):
1 C -1.508 -2.553 2.749  C5 1.427, O7 1.317, O8 1.192
2 C 1.758 1.800 -2.625  Si10 1.917, H11 1.090, H12 1.090, H13 1.087
3 C 1.533 -0.678 -0.780  Si10 1.899, H14 1.086, H15 1.088, H16 1.090
4 C -1.684 -0.123 1.750  C5 1.560, O9 1.320, H17 1.122, H18 1.126
5 C -1.485 -1.666 1.632  C1 1.427, C4 1.560, O7 1.510, H19 1.083
6 N -0.623 1.286 -1.022  Si10 1.690, H20 1.006, H21 1.089
7 O -0.291 -2.256 2.344  C1 1.317, C5 1.510
8 O -2.046 -3.175 3.612  C1 1.192
9 O -2.332 0.368 0.710  C4 1.320
10 Si 1.060 1.153 -0.961  C2 1.917, C3 1.899, N6 1.690, H22 1.493
11 H 1.683 2.885 -2.688  C2 1.090
12 H 2.806 1.535 -2.761  C2 1.090
13 H 1.202 1.386 -3.464  C2 1.087
14 H 1.347 -1.017 0.235  C3 1.086
15 H 0.938 -1.300 -1.446  C3 1.088
16 H 2.584 -0.857 -1.004  C3 1.090
17 H -2.211 0.056 2.725  C4 1.122
18 H -0.644 0.287 1.877  C4 1.126
19 H -1.589 -2.046 0.623  C5 1.083
20 H -1.019 2.178 -1.269  N6 1.006
21 H -1.314 0.838 -0.309  N6 1.089
22 H 1.836 1.900 0.073  Si10 1.493

---

Record 6
Computed, not measured: an isolated ion of composition C5H12NOS and charge +2, with wB97M-V/def2-TZVPD.

Properties
2S+1: 2
Energy relative to the best compared isomer or geometry (same formula, charge and spin) (kJ/mol): 102.66
Total energy (Ha): -725.11507
Net charge: +2
Orbital gap (alpha / beta) (Eh): 0.395 / 0.240
⟨S²⟩: 0.753
HOMO level (alpha / beta) (eV): -18.50 / -18.50

Last columns: bonded neighbours and bond lengths (Å).
Geometry (Å):
1 O -2.362 1.735 -1.435  C2 1.178
2 C -2.188 0.670 -0.963  O1 1.178, C3 1.556, H9 1.082
3 C -0.691 0.247 -0.998  C2 1.556, C4 1.506, N8 1.626, H10 1.151
4 C 0.292 1.041 -0.178  C3 1.506, C5 1.529, H11 1.087, H12 1.135
5 C 0.487 0.417 1.205  C4 1.529, S6 1.832, H13 1.180, H14 1.077
6 S 0.186 -1.381 1.386  C5 1.832, C7 1.796
7 C 1.361 -2.094 2.542  S6 1.796, H15 1.055, H16 1.234, H17 1.104
8 N -0.189 0.523 -2.520  C3 1.626, H18 0.994, H19 1.047, H20 1.006
9 H -2.897 -0.024 -0.532  C2 1.082
10 H -0.553 -0.894 -0.929  C3 1.151
11 H -0.182 2.007 -0.024  C4 1.087
12 H 1.249 1.368 -0.692  C4 1.135
13 H -0.322 1.020 1.815  C5 1.180
14 H 1.522 0.666 1.364  C5 1.077
15 H 2.232 -2.551 2.160  C7 1.055
16 H 0.652 -3.011 2.966  C7 1.234
17 H 1.680 -1.376 3.318  C7 1.104
18 H -0.800 1.205 -2.906  N8 0.994
19 H -0.268 -0.262 -3.209  N8 1.047
20 H 0.791 0.694 -2.369  N8 1.006